Below is a 7-piece molecular cluster, C51H57ClIN2O13PS2 overall at a distorted geometry, with properties calculated with ωB97M-V/def2-TZVPD.

As for the SMILES: CCCCN(CCCC[PH](Cl)(I)C[C@@H](O)CN)C(=S)SCCC.O=C1C=CC(=O)C=C1.O=C1C=CC(=O)C=C1.O=C1C=CC(=O)C=C1.O=C1C=CC(=O)C=C1.O=C1C=CC(=O)C=C1.O=C1C=CC(=O)C=C1. The total energy comes out at -134984.6869 eV. As for the HOMO energy: -8.58 eV. The calculation puts the LUMO energy at -1.94 eV. Its frontier orbital gap is 6.6 eV.

The geometry in XYZ format:
```
128
Properties=species:S:1:pos:R:3:forces:R:3
C 4.0523 1.3396 -3.2892 -0.852 0.321 -0.787
C 3.1494 1.4770 -4.5564 1.308 -0.128 -0.128
C 3.1234 0.1799 -5.3929 -0.525 0.911 0.244
C 2.2188 -0.8960 -4.7847 0.833 -0.169 -1.185
N 0.8308 -0.4625 -4.5469 -0.469 -1.013 -0.359
C 0.1220 -1.4411 -3.7041 0.230 0.125 0.927
C -1.0963 -0.7903 -3.0100 0.254 -0.453 -0.087
C -2.2528 -1.7686 -2.7291 0.197 0.470 0.519
C -3.5479 -1.1062 -2.1782 -0.072 -0.386 -0.171
P -4.1068 0.3740 -3.1590 -0.771 -0.079 0.717
Cl -2.9021 1.7232 -1.9186 0.521 0.331 0.127
I -5.6328 -1.1695 -4.5278 -0.236 -0.503 -0.891
C -5.5907 1.4599 -2.7861 0.191 0.270 -0.377
C -5.3616 2.9050 -3.3250 -0.799 0.426 0.660
O -4.5550 2.9419 -4.4815 0.014 -0.179 -0.376
C -6.7066 3.5486 -3.7139 0.631 -0.205 -0.641
N -7.4107 2.7582 -4.7404 -0.046 0.174 0.213
C 0.1618 -0.1824 -5.7747 -0.142 1.439 -0.594
S 0.1254 1.3820 -6.3156 0.000 -0.920 0.185
S -0.5502 -1.5221 -6.7241 0.195 0.328 0.500
C -1.7288 -0.7217 -7.8715 -0.360 0.218 0.528
C -2.8242 0.0151 -7.0819 0.016 0.120 -0.235
C -3.9875 0.5185 -7.9663 -0.020 0.428 0.677
H 3.4054 1.2329 -2.4189 0.430 -0.112 0.225
H 4.6444 2.2524 -3.2043 -0.030 -0.143 0.396
H 4.7349 0.4924 -3.3973 -0.079 0.032 0.191
H 3.6195 2.2390 -5.1913 -0.199 -0.048 0.018
H 2.1544 1.8510 -4.3182 0.024 -0.232 0.005
H 4.1527 -0.1836 -5.4788 -0.164 -0.220 0.095
H 2.8235 0.4548 -6.4099 -0.168 -0.320 0.103
H 2.6863 -1.2526 -3.8638 -0.421 0.155 0.176
H 2.2092 -1.7496 -5.4881 0.075 -0.034 0.276
H 0.8364 -1.6869 -2.9099 -0.099 -0.148 -0.164
H -0.1084 -2.3910 -4.2058 -0.138 0.208 -0.132
H -1.3707 0.1049 -3.5745 -0.182 -0.222 -0.050
H -0.7531 -0.4358 -2.0322 -0.059 0.228 -0.182
H -2.4709 -2.4440 -3.5613 -0.088 0.369 -0.161
H -1.9033 -2.4100 -1.9089 -0.104 -0.107 -0.186
H -4.3502 -1.8387 -2.2589 0.042 0.113 0.056
H -3.4688 -0.8537 -1.1179 0.257 0.390 -0.226
H -3.3636 0.6913 -4.3031 -0.191 -0.133 0.305
H -5.7937 1.4834 -1.7118 0.358 -0.070 -0.030
H -6.4701 1.0409 -3.2674 0.168 -0.108 0.022
H -4.9481 3.5366 -2.5329 0.201 -0.193 -0.098
H -3.6290 3.0022 -4.2362 0.172 0.085 0.207
H -6.4398 4.5177 -4.1537 -0.026 0.015 0.364
H -7.3213 3.7309 -2.8275 -0.019 -0.212 -0.054
H -7.5910 3.3681 -5.5246 -0.229 -0.051 -0.090
H -6.7991 2.0424 -5.1160 0.040 -0.071 0.029
H -1.2264 -0.0945 -8.6091 0.100 0.030 0.222
H -2.2060 -1.5531 -8.4020 0.277 -0.085 0.094
H -2.4090 0.8812 -6.5607 0.163 -0.201 -0.184
H -3.1610 -0.6671 -6.2947 -0.253 0.024 -0.215
H -4.2716 1.5128 -7.5989 -0.034 -0.125 -0.158
H -4.8898 -0.0875 -7.8622 0.200 -0.191 -0.261
H -3.7100 0.6494 -9.0148 -0.009 -0.224 0.059
O -2.3261 -6.4515 2.5249 0.040 0.021 -0.142
C -1.7047 -5.5945 1.9302 -0.034 -0.081 0.038
C -0.4927 -5.9298 1.1479 0.108 0.036 -0.091
C 0.1896 -4.9898 0.4978 0.004 -0.155 0.033
C -0.2367 -3.5713 0.5298 0.058 0.058 -0.011
O 0.3833 -2.7155 -0.0657 -0.033 0.082 -0.092
C -1.4489 -3.2356 1.3135 -0.127 -0.037 0.065
C -2.1314 -4.1756 1.9634 -0.015 0.142 -0.032
H -0.1987 -6.9715 1.1368 -0.032 -0.009 0.026
H 1.0780 -5.2127 -0.0793 0.012 0.046 -0.004
H -1.7423 -2.1932 1.3262 0.040 0.021 0.009
H -3.0191 -3.9515 2.5417 0.007 -0.025 0.021
O 3.6253 2.6559 -0.1070 -0.263 0.067 0.042
C 2.6803 2.3580 0.6006 0.004 0.108 -0.093
C 1.4927 1.6720 0.0380 -0.110 -0.049 -0.014
C 0.4580 1.3427 0.8078 0.044 -0.032 -0.136
C 0.4542 1.6469 2.2592 -0.037 -0.022 0.024
O -0.4896 1.3463 2.9600 -0.024 0.013 -0.014
C 1.6425 2.3326 2.8216 0.241 -0.104 -0.028
C 2.6752 2.6623 2.0477 -0.102 -0.013 0.045
H 1.5148 1.4578 -1.0237 0.007 0.025 -0.016
H -0.4195 0.8430 0.4160 -0.019 0.010 0.008
H 1.6212 2.5471 3.8811 0.008 -0.090 -0.127
H 3.5529 3.1625 2.4374 0.020 -0.011 -0.020
O -3.2372 -4.4312 6.5518 0.014 -0.025 0.004
C -3.0244 -5.6201 6.6736 -0.025 0.093 -0.018
C -3.0091 -6.5208 5.4983 -0.037 -0.079 0.100
C -2.7765 -7.8246 5.6316 -0.019 0.100 -0.079
C -2.5224 -8.4280 6.9606 0.022 -0.147 -0.028
O -2.3082 -9.6156 7.0834 -0.003 0.032 0.019
C -2.5383 -7.5260 8.1374 -0.018 0.163 0.068
C -2.7706 -6.2221 8.0041 0.034 -0.113 0.116
H -3.1952 -6.0651 4.5377 -0.016 -0.005 -0.015
H -2.7613 -8.4980 4.7841 0.013 -0.007 0.005
H -2.3513 -7.9859 9.0994 0.005 -0.042 -0.020
H -2.7855 -5.5464 8.8498 -0.009 0.031 -0.025
O -3.2427 7.1706 3.7109 0.019 -0.015 0.002
C -2.3302 6.4394 4.0293 -0.123 0.088 -0.031
C -2.3021 5.7759 5.3541 0.090 -0.105 0.110
C -1.2982 4.9746 5.7031 -0.142 0.056 0.040
C -0.1694 4.7125 4.7816 0.054 -0.087 0.036
O 0.7446 3.9789 5.0997 -0.089 0.248 0.231
C -0.1960 5.3750 3.4568 -0.061 0.081 -0.101
C -1.1997 6.1762 3.1072 0.157 -0.078 -0.048
H -3.1366 5.9797 6.0126 -0.019 0.027 -0.031
H -1.2585 4.4804 6.6653 0.037 -0.026 -0.014
H 0.6388 5.1710 2.7979 0.018 -0.017 0.025
H -1.2391 6.6694 2.1444 -0.039 0.018 0.010
O 7.2281 1.7364 2.1497 0.013 -0.085 -0.050
C 6.8339 0.6712 1.7162 0.016 0.021 -0.006
C 7.5060 -0.5978 2.0808 0.043 -0.142 0.002
C 7.0755 -1.7652 1.6080 0.112 0.087 0.102
C 5.9060 -1.8432 0.6999 -0.105 -0.105 -0.069
O 5.5147 -2.9089 0.2717 0.026 0.007 0.017
C 5.2357 -0.5736 0.3377 -0.004 0.142 0.029
C 5.6653 0.5948 0.8099 0.007 -0.048 -0.022
H 8.3571 -0.5201 2.7458 -0.004 0.039 -0.002
H 7.5520 -2.7038 1.8608 -0.031 -0.023 -0.022
H 4.3834 -0.6504 -0.3267 0.003 -0.025 -0.009
H 5.1855 1.5313 0.5561 0.171 -0.047 0.009
O 6.9216 3.8722 7.6753 -0.025 -0.026 -0.004
C 6.2913 3.1438 6.9387 0.102 0.099 0.064
C 6.3516 3.2980 5.4663 -0.060 -0.053 -0.113
C 5.6562 2.4981 4.6611 -0.009 0.184 0.067
C 4.7974 1.4210 5.2022 -0.048 -0.064 -0.068
O 4.1674 0.6908 4.4632 0.032 0.001 -0.008
C 4.7355 1.2649 6.6741 0.026 0.025 0.152
C 5.4298 2.0649 7.4803 -0.110 -0.135 -0.028
H 6.9866 4.0893 5.0891 0.012 0.005 0.029
H 5.6870 2.5932 3.5850 0.042 -0.005 -0.005
H 4.1010 0.4721 7.0494 -0.013 -0.008 -0.039
H 5.4000 1.9686 8.5581 0.027 0.036 0.005
```
Forces are in eV/Å.

Here are the Mulliken charges for atoms 1 to 6, given in e: -0.783, -0.370, -1.085, -0.777, 0.668, -1.652